# 1
Molecular formula: C25H59N8O9Zr
Method: DFT, the ωB97M-V functional and the def2-TZVPD basis

ORCA input file:
```
! RIJCOSX wB97M-V def2-TZVPD def2/J DEFGRID3
* xyz 3 1
H 2.0418 1.7742 7.0827
C -2.6693 -2.9663 -3.7721
C 1.6614 1.3475 -3.9747
H 3.5012 1.5596 6.2298
H 2.3740 2.8515 5.6715
N -3.0971 -1.6269 -3.3945
C -6.5658 0.3350 -0.1172
H 5.3814 0.0001 1.0825
H 3.2066 1.7730 0.3318
O -3.2913 -0.2775 1.2722
H -3.5924 2.2104 4.3058
N -1.4585 -4.1565 -0.1417
C -2.0213 -0.7337 -3.0367
H 5.6238 -3.6595 -0.1811
C -2.1455 -3.5052 0.7533
H 3.9395 1.1427 -5.0867
H -0.4593 0.3012 -0.8932
C 5.9997 -2.8002 -0.7452
C 3.6506 0.1395 -4.7816
C 4.0030 2.3172 -0.2053
H 1.5477 3.2383 -0.2638
N -5.5293 -0.0318 0.8580
H 0.8612 1.0702 -0.0327
H -3.3329 3.2644 0.4388
H -1.5490 -6.2690 0.0597
C 0.2162 0.1885 -0.0386
N 5.3570 -1.6059 -0.2404
H 1.7259 3.7906 -1.8745
H -7.0884 1.2213 0.2370
H 1.6360 -1.7258 -4.2709
H -7.2204 -0.5131 -0.3007
H 1.0662 -1.0175 -2.8051
H -5.2911 -0.3886 2.9328
H -3.5106 -3.5750 -4.1042
H 3.5227 -0.5052 -0.2583
H -2.9922 -5.5377 -0.6536
H 5.4753 3.8505 -1.6593
H -3.1049 -3.9839 0.9644
H 1.3855 -0.6814 6.6714
H 4.4198 -0.5399 -1.7488
C -4.2630 -0.0595 0.5044
H 4.4146 -0.2864 -4.1300
H 4.5450 5.2446 -1.2379
O 5.1849 2.0415 -0.1678
H 0.0126 -3.4862 -1.4905
O -4.8488 -0.2400 -2.9124
H 0.5919 -4.6062 -0.2366
C -1.9067 -5.4719 -0.5918
N -3.1540 3.1728 2.5300
H 2.9553 -0.7611 5.8754
H -2.2144 -3.4770 -2.9197
N 2.4234 0.2309 -4.0062
H -2.3916 0.0845 -2.4156
H -1.7870 3.9363 1.1534
Zr -1.4819 -0.7821 2.7881
H -6.0946 0.6195 -1.0575
H -6.3914 -1.5295 2.0546
H -4.9958 -1.9877 -3.9647
H -4.6597 4.5565 2.3534
H 3.5439 -2.0070 -1.1814
H 0.9971 2.2614 4.0606
C 5.8881 -0.9349 0.8109
O -1.7636 -2.4407 1.3192
O -2.2752 1.1896 3.1381
H 1.4332 -1.2155 5.0378
C -3.0272 2.1995 3.3771
H -4.2558 4.3916 3.9755
H 2.7111 -1.5825 -3.0277
C 0.9717 1.1940 4.2853
C -0.0864 -3.7781 -0.4414
H -1.5445 -0.2515 -3.8932
C 4.4633 4.2428 -1.6698
H 7.0713 -2.7015 -0.5949
O 0.5376 1.3910 -3.5048
H 2.1509 4.8999 -0.6072
C 2.4625 1.8504 6.0764
H 5.8364 -3.0243 -1.7989
H 3.5769 -0.4800 -5.6757
O 6.8440 -1.3415 1.4272
O 0.1813 0.4311 3.6475
H -1.5465 -5.6553 -1.6024
C -6.0255 -0.5035 2.1401
C -4.3972 -1.2623 -3.3923
H -6.9103 0.0670 2.4243
H -1.9791 -2.8742 -4.6129
H -3.1529 5.2826 2.8353
C 1.9094 -0.9987 -3.4875
C -3.7821 4.4127 2.9978
C -2.5607 3.1712 1.1968
H 0.2718 -2.9047 0.0977
N 3.5833 3.4248 -0.8606
C 1.9073 -0.5194 5.7240
H -1.2304 -1.2198 -2.4594
O -0.5223 0.0074 1.1294
N 1.7552 0.8506 5.2656
H 2.2215 2.2087 -4.3702
H 4.0777 4.3331 -2.6849
C 2.2069 3.8450 -0.8887
C 4.1465 -1.1499 -0.8803
H -2.0335 2.2266 1.0629
H 0.8626 -0.6660 -0.2704
H -4.1339 0.1564 -0.5644
*
```

Results
HOMO-LUMO gap = 3.61 eV
HOMO = -14.0 eV
Energy relative to the best compared isomer or geometry (same formula, charge and spin) = 0.0 kJ/mol

Atomic partial charges in e from the Löwdin method, atoms 1 to 4: 0.115 -0.037 -0.321 0.113

***

# 2
Molecular formula: C25H60F12N6O6P2
Method: DFT, the ωB97M-V functional and the def2-TZVPD basis

ORCA input file:
```
! RIJCOSX wB97M-V def2-TZVPD def2/J DEFGRID3
* xyz 0 1
H 5.4331 -3.4931 1.9751
C 4.5053 -5.1623 -0.8950
H 3.3487 1.6447 2.9680
H 5.8920 1.9597 -0.7311
H 1.0845 1.4415 2.8156
H 2.4418 -6.9218 1.1161
H -7.2269 1.2972 0.2966
H -2.9558 4.8722 3.1667
C 5.4031 2.9268 -0.6047
C 1.9565 -1.4567 -1.1235
C -7.0391 2.9748 -1.7024
N -2.1175 -0.8946 2.6211
H -4.3473 3.9766 1.4507
H -2.5979 3.4333 4.1300
H 6.1676 4.9517 -0.7301
H -5.0983 3.8169 -1.3101
C -2.3854 3.1080 1.9763
F -1.4183 1.4336 -1.0120
F -0.0455 3.1182 -1.9304
O -2.2740 -1.8096 3.4586
H 4.6635 3.0985 -1.3889
H -7.2427 3.7679 -2.4231
O -2.9702 -0.5657 1.7804
H 3.2591 3.4347 2.7234
H 2.9557 -3.1181 -2.0390
H -6.3589 2.0370 1.6811
H 2.4583 -5.6724 -1.1429
H 7.1785 3.8992 0.1151
C 3.2999 -6.3866 0.7185
O 0.1432 -5.6587 0.7792
H 1.3777 -1.1716 -0.2444
H -0.9446 -2.0021 -0.0711
H -0.7728 -0.3873 -0.6005
H 2.9368 0.2420 1.0759
H 4.4761 4.1559 0.8893
P -4.1282 -2.7157 -2.6219
N -0.2912 -4.5064 1.0400
C 1.4514 2.3172 2.2797
H 2.5691 3.6041 -0.2148
C -3.9337 2.1450 0.2735
H 0.9523 3.1247 2.8195
N -1.3785 -1.1913 -0.5418
C -6.2664 1.4157 0.7960
H -1.2874 4.1891 3.5719
F -5.6834 -3.0646 -2.3324
H 2.4735 -0.5877 -1.5361
C 3.3557 -4.9509 1.2133
H 0.3177 3.1895 0.5811
H -4.4297 2.4965 2.2978
H 7.1882 3.7681 -1.6373
H 6.3363 -3.4788 0.5369
C -2.3106 3.9997 3.2380
H 2.3974 2.0156 -0.8953
H -3.4373 2.6877 -0.5300
H 2.0618 -3.5518 -0.6401
H 4.7945 0.5524 1.2836
H 6.0171 -5.1010 1.3437
H 2.4130 -4.4341 1.0414
H 3.9906 0.5387 -0.2899
O -0.5226 -4.2080 2.2056
H 4.5614 -4.6228 -1.8407
C 2.7095 -2.7657 -1.0370
C 3.8960 -2.7822 -0.0818
H -3.5225 1.1434 0.3779
F -2.5097 -2.3560 -2.7503
H 5.5097 -5.5885 -0.8687
H -2.0109 2.0929 2.1213
N 4.3565 -4.1829 0.3051
H -4.5079 1.3766 -2.1660
C -6.6112 1.6034 -2.2798
F -4.5924 -1.5186 -3.6077
C 2.3276 2.5698 0.0389
H 3.6860 -4.8883 2.2473
P -0.9544 1.8933 -2.5021
F -4.1112 -1.5984 -1.4004
H 0.5932 1.4389 0.5867
C 3.3682 -6.1666 -0.7987
O -0.9274 -0.4275 2.6090
H -2.1980 -1.0008 0.0435
C 2.9673 2.4557 2.3494
C 5.6506 -4.1093 1.1032
F -3.7250 -3.8866 -1.5855
C 6.5449 3.9279 -0.7767
F 0.3467 0.8821 -2.4784
N -5.3594 2.0044 -0.2609
H 5.3576 2.8609 1.5834
C 1.0343 2.4095 0.8142
C -5.3713 1.1605 -1.5404
H 1.2003 -1.5925 -1.9007
F -4.1154 -3.7320 -3.8598
H -5.8860 0.4294 1.0584
H 4.7185 -2.2000 -0.5048
H 3.7186 -2.3601 0.9101
H -7.9823 3.0167 -1.1522
H 3.4938 -7.1054 -1.3333
H -1.7554 -1.5288 -1.4353
C 4.7254 3.1059 0.7269
H -5.4774 0.1038 -1.3048
N 3.4925 2.2385 0.9617
H -6.4002 1.7322 -3.3404
C -3.8423 3.0120 1.5331
H -6.1898 4.0268 0.0502
O -0.4245 -3.6546 0.1219
C -5.9054 3.3450 -0.7481
H -1.7756 3.5743 1.1995
H 4.2516 -6.8760 0.9441
F -1.7402 0.6032 -3.0931
F -2.2905 2.8362 -2.6220
F -0.5374 2.2709 -4.0416
C 3.8549 0.7395 0.7702
H -7.4773 0.9461 -2.2161
*
```

Results
HOMO-LUMO gap = 6.38 eV
HOMO = -7.3 eV

Atomic partial charges in e from the Löwdin method, atoms 1 to 4: 0.101 -0.095 0.133 0.112

***

# 3
Molecular formula: C25H61INO11P2S
Method: DFT, the ωB97M-V functional and the def2-TZVPD basis

ORCA input file:
```
! RIJCOSX wB97M-V def2-TZVPD def2/J DEFGRID3
* xyz 1 1
O 1.4634 0.8850 2.6707
O -4.5397 -4.8086 -3.0238
O -1.2932 1.2013 2.1071
H -1.0969 -0.2856 -2.8580
C -0.3373 -0.7081 1.2426
H -0.6681 -0.3349 3.3581
C -0.6799 -2.9642 0.6597
H 8.7018 -2.6736 0.9442
C 7.9324 -0.8614 1.8517
H 7.1601 -0.7532 2.6151
H 4.8716 -1.7102 -2.1617
H 0.6809 -2.4900 2.0559
H -3.7191 0.5114 0.6937
C -1.1738 -0.1531 2.3985
H 5.8735 -3.1122 -2.4383
H -3.7661 2.7480 -0.7825
H -2.6627 -4.6418 -1.0727
S 1.4766 1.4912 -0.2201
H 7.1229 -2.8298 1.6446
C 3.8635 -3.6023 -1.8922
O -6.7976 8.5955 4.8036
H -2.8215 1.4194 3.4788
H -1.5607 5.2874 -3.1233
H 1.7110 -4.3586 1.2654
N -0.0332 -2.1466 1.4287
H 7.8591 0.0160 1.2086
H 7.4874 1.2924 -2.3154
P -1.8519 0.7928 -0.7955
H -5.8816 6.2910 0.9233
C -1.6570 -2.2005 -0.1818
H 2.6988 -1.2730 2.0145
H 1.1728 -5.8164 0.4755
C -3.8246 3.6755 2.7104
H 1.9401 0.3612 3.3221
H -1.6995 4.0969 2.9206
H -4.1875 4.1800 1.8148
C 7.0714 -1.9749 -0.3307
H -0.6730 1.5814 -4.1248
H -4.6535 1.7464 -1.9408
H 8.8950 -0.8283 2.3592
H 0.7518 -3.7248 -1.4435
O -0.7475 5.1733 -3.6242
H -0.7044 -4.7941 1.6923
H -4.4301 2.7723 2.8136
C -1.0215 -0.7741 -0.1407
H 3.4480 -3.4665 -2.8941
C 5.6733 -2.5899 -0.3674
H -2.7855 0.1200 -2.9449
O 0.3902 2.1364 -6.0508
H 6.9673 -0.9029 -0.4920
C -2.3449 3.3122 2.5279
H -2.1563 -0.6270 2.4567
C -1.4498 1.7945 -3.3964
H -5.2961 2.0040 -0.3164
H 3.1927 -3.2316 0.1286
C 2.7787 -3.2563 -0.8808
H -6.3084 9.2820 5.2692
H 5.0106 -1.9480 0.2242
C -2.5980 -3.9735 -1.9291
H -2.3142 2.1334 -3.9656
C -0.3964 -4.4257 0.7109
C 1.5754 -4.2192 -0.9212
H -2.0347 -4.5145 -2.6903
O 2.4173 -0.9130 1.1663
H 1.8364 -5.0733 -1.5475
C -4.3833 1.8540 -0.8911
H 2.4369 -2.2364 -1.0822
C -4.0056 -3.8854 -2.4890
C -1.9404 1.9666 3.1248
H 8.1442 1.4297 -0.9492
H -5.5066 -2.7729 -2.0766
H -4.0035 4.3283 3.5595
C 7.7468 -2.1593 1.0472
O -5.6269 6.8933 1.6266
H 4.1644 -4.6469 -1.7736
H -5.6702 6.3702 2.4397
C -1.8122 0.5041 -2.6268
H -2.5125 -1.8547 -2.0605
I -3.4437 -2.5831 1.0063
H -0.9401 -2.5933 -2.1407
P 1.3062 0.2625 1.2010
H -6.2914 6.0927 5.0926
C 1.0893 -4.7304 0.4472
H -2.1211 3.2440 1.4610
H -7.0569 9.0039 3.9702
O 8.0097 0.8059 -1.6697
H 7.6958 -2.3736 -1.1298
C -1.9011 -2.6403 -1.6252
H -0.0096 2.5184 -6.8383
H -5.3277 6.9289 4.3140
H -0.1824 -0.8792 -0.8433
C -3.6370 0.6121 -0.3912
O -4.5904 -2.6584 -2.3593
H -1.1258 2.5769 -2.7149
C 5.1020 -2.7089 -1.7777
H -0.9849 -4.9433 -0.0386
H -1.2434 2.0884 3.9602
H -4.0686 -0.2946 -0.8222
H 0.8128 2.8837 -5.6148
H -0.0484 5.2232 -2.9650
O -5.6026 6.0103 4.4256
H 5.6703 -3.5756 0.1135
*
```

Results
HOMO-LUMO gap = 6.60 eV
HOMO = -10.5 eV
Energy relative to the best compared isomer or geometry (same formula, charge and spin) = 0.0 kJ/mol

Atomic partial charges in e from the Löwdin method, atoms 1 to 4: -0.171 0.146 -0.221 0.065

***

# 4
Molecular formula: C25H62B3F2NO14
Method: DFT, the ωB97M-V functional and the def2-TZVPD basis

ORCA input file:
```
! RIJCOSX wB97M-V def2-TZVPD def2/J DEFGRID3
* xyz 0 1
H -1.4759 -2.5630 -6.4226
H 2.9045 5.5757 5.0082
C -1.3473 -7.3294 1.5642
H 1.9673 2.7318 6.9852
H -4.5597 -1.2222 -2.1917
C 2.8933 1.1275 -4.7743
H -0.0697 3.3736 -0.4627
H -2.6959 -7.0731 -0.8493
H -3.6546 1.6645 -4.0985
H 1.1322 8.4303 2.2806
H -5.3421 -5.0298 3.9869
H 0.4804 4.9795 -2.2984
H -1.3293 7.4141 0.7675
N -0.0171 -3.0696 1.9467
C 1.3700 -2.6896 1.8146
C 1.6901 0.9688 -0.9844
H -1.4084 -2.4292 -3.9130
H 5.2292 4.4427 0.8588
C 3.4585 4.9700 1.9950
C 2.1054 -5.8437 -1.8753
H -4.6738 -0.5131 -3.8064
O -0.9056 9.3973 0.7614
H -1.7842 3.7143 -0.6643
H 0.5872 6.7438 2.2348
O 3.5101 5.4749 5.7508
H 3.3434 2.7901 5.8686
O 0.2037 -3.3086 -0.4550
H 1.9538 0.2225 0.8227
H 0.2529 -0.6242 -0.7739
C 0.3145 0.3739 -1.2121
H -0.9866 -8.1389 0.9326
C -4.6520 -5.7627 4.4179
B -0.5812 -3.4925 0.6473
H 1.9576 5.2325 7.0903
H 3.5395 4.6047 7.5763
H 0.2846 -2.3705 -6.4652
H 1.9021 3.7926 1.9944
H -3.1169 -1.0654 -3.2050
C -0.4492 8.0490 0.8595
C 4.1500 4.2828 0.8341
C 2.4591 3.3265 6.2141
C -3.7592 0.7982 -2.3553
H 0.2172 7.8369 0.0159
H 1.7339 -4.1056 -3.0153
H -4.3264 -6.7712 6.2917
H 3.7608 4.6583 -0.1131
H -3.6415 -5.3638 4.3441
H 3.9544 3.2085 0.8673
H 2.0136 1.1013 -5.4156
H -3.3607 -6.7262 2.0185
H 2.8977 -6.2474 -2.4940
O 0.6024 -2.2831 -3.7776
H 2.4511 0.3461 -1.4644
H -0.6956 4.9854 -0.0761
H 1.3501 -1.9283 -4.2773
C 1.4304 -4.7313 -2.1884
H -6.0223 -6.4616 5.9356
C 4.1432 1.3997 -5.5890
C -2.5643 -6.7849 1.2769
H 4.2889 0.6181 -6.3356
H 3.8375 4.5967 2.9525
H -0.7250 -0.9632 -4.6386
H 1.7436 1.9706 -1.4102
O -3.0775 1.5950 -3.3316
H -0.1371 9.9718 0.8288
O 1.9839 1.0955 0.4112
O 1.7719 -1.6202 2.0818
H 2.7456 1.9126 -4.0273
H -1.2413 5.3426 -2.4958
B -1.8454 -5.1324 -0.3392
F 0.8833 -4.5583 3.4159
H 0.0918 0.2970 -2.2773
C -0.5528 -2.7365 -5.8668
C 2.8466 4.6960 6.7412
H -3.1100 0.7358 -1.4836
O -1.2811 -4.2082 3.5012
H 1.8494 -6.4216 -0.9926
O -4.6725 -6.9522 3.6261
H -4.6836 1.3030 -2.0583
C 0.2583 7.7819 2.1737
H -5.5603 -7.3216 3.6612
H -0.4452 0.9956 -0.7343
H 1.7784 3.4203 5.3643
H -0.7146 -6.9638 2.3651
C -0.5850 -2.0444 -4.5162
C -0.7831 4.1421 -0.7633
H -0.4179 -3.8109 -5.7373
O -1.8223 -4.0210 0.5025
C -5.0153 -6.0432 5.8630
O -0.9391 -5.2009 -1.3895
H -3.9047 -5.9572 -0.2301
O 2.0482 4.7448 1.9465
H -1.4964 3.0872 -3.0100
B 0.1855 -4.3896 -1.3371
H -0.4061 7.9937 3.0126
H -4.9782 -5.1310 6.4595
H 3.6221 6.0466 1.9564
O -0.6088 3.4637 -3.0831
H 3.7159 -0.1337 -3.5305
O 2.9521 -0.1419 -4.1162
C -2.8686 -6.2810 -0.1102
F 2.1638 -3.6496 1.3604
C -4.0488 -0.5822 -2.9124
C -0.2507 -3.9765 2.9968
C -0.5244 4.5706 -2.1931
H 4.0768 2.3620 -6.0970
H 5.0275 1.4090 -4.9474
*
```

Results
HOMO-LUMO gap = 8.60 eV
Structure (SMILES) = C=CCB1OB(C=C)OB(N(C(=O)F)C(=O)F)O1.CCO.CCO.CCO.CCO.CCO.CCO.CCO.CCO.CCO
HOMO = -8.3 eV

Atomic partial charges in e from the Löwdin method, atoms 1 to 4: 0.074 0.066 0.019 0.072